Molecular formula: C37H24BrCaF7N9S2
Method: DFT, ωB97M-V with the def2-TZVPD basis set

Each line ends with the Löwdin charge.
CARTESIAN COORDINATES (ANGSTROEM)
Ca 1.1853 -0.1384 0.9511  1.13
C 1.2111 -1.5836 4.5701  -0.03
C 2.0837 -0.7244 3.6978  -0.31
C 1.9610 0.6656 3.7095  -0.05
C 2.7833 1.4794 2.9327  -0.29
C 2.6787 2.9775 2.9995  -0.04
C 3.7359 0.8692 2.1134  -0.05
C 3.8895 -0.5161 2.0764  -0.30
C 4.9494 -1.1604 1.2281  -0.03
C 3.0486 -1.3001 2.8702  -0.09
H 0.3296 -1.0382 4.9059  0.08
H 1.7612 -1.9060 5.4559  0.10
H 0.8893 -2.4804 4.0396  0.07
H 1.2120 1.1221 4.3461  0.13
H 3.4484 3.3756 3.6631  0.10
H 1.7127 3.2930 3.3927  0.08
H 2.8193 3.4299 2.0185  0.07
H 4.3846 1.4866 1.5014  0.13
H 5.8184 -1.4093 1.8398  0.10
H 5.2808 -0.4944 0.4318  0.08
H 4.5851 -2.0867 0.7823  0.08
H 3.1568 -2.3785 2.8487  0.12
F -5.0261 2.1947 4.3709  0.16
C -4.9329 1.3071 3.3730  -0.59
F -5.5510 1.8296 2.3049  0.16
F -5.6020 0.2063 3.7358  0.15
C -3.4896 1.0057 3.0484  -0.09
C -3.0597 -0.2921 2.8424  0.03
C -1.7368 -0.4913 2.4897  -0.14
N -0.8593 0.5039 2.3408  -0.01
C -1.2859 1.7486 2.5749  -0.13
C -2.5894 2.0505 2.9231  0.03
H -3.7359 -1.1278 2.9458  0.13
H -1.3570 -1.4907 2.3044  0.09
H -0.5518 2.5387 2.4725  0.10
H -2.8912 3.0770 3.0787  0.13
S -3.4106 -0.7831 -1.0513  0.61
C -1.8248 -0.5699 -0.7368  -0.94
N -0.6900 -0.4155 -0.4897  -0.04
Br 5.1343 2.8463 -2.7839  0.79
C 4.2621 1.2217 -2.4084  -0.67
C 4.4778 0.0955 -3.1861  -0.08
C 3.8004 -1.0638 -2.8515  -0.03
C 2.9443 -1.0580 -1.7618  -0.13
N 2.7428 0.0311 -1.0128  -0.03
C 3.3919 1.1519 -1.3368  -0.22
H 5.1562 0.1294 -4.0277  0.12
H 3.9339 -1.9701 -3.4254  0.12
H 2.3981 -1.9517 -1.4847  0.06
H 3.2070 2.0252 -0.7246  0.08
F 0.4546 1.4166 -2.6318  0.13
C -0.8412 1.4315 -2.9120  -0.17
C -1.3316 0.5894 -3.8243  -0.15
F -0.5133 -0.2685 -4.4135  0.14
C -2.7380 0.5787 -4.1952  -0.03
C -3.5175 1.6844 -3.6593  -0.15
C -3.0293 2.5115 -2.7258  -0.14
F -3.8020 3.4496 -2.2048  0.16
C -1.6941 2.3507 -2.1844  -0.01
C -1.2845 2.9653 -1.0406  -0.11
C -0.0474 2.6233 -0.4069  -0.13
N 0.8770 2.3217 0.2056  0.18
C -2.0794 3.8548 -0.2472  -0.16
N -2.6334 4.5475 0.4824  0.23
F -4.7683 1.8142 -4.0525  0.16
C -3.2842 -0.4204 -4.9311  -0.11
C -4.6617 -0.4757 -5.3250  -0.15
N -5.7508 -0.6038 -5.6647  0.23
C -2.5501 -1.6020 -5.2913  -0.14
N -2.0320 -2.5924 -5.5538  0.22
S 0.9912 -3.0213 0.9456  0.61
C 0.0472 -3.3518 -0.4356  -0.82
N -1.2743 -3.6443 -0.2608  0.09
C -2.1163 -3.9240 -1.2729  -0.07
C -1.6274 -3.9447 -2.5437  -0.03
C -0.2703 -3.6407 -2.6859  -0.08
N 0.5410 -3.3661 -1.6791  0.08
H -1.6175 -3.6173 0.6899  0.14
H -3.1471 -4.1074 -1.0087  0.13
H -2.2519 -4.1626 -3.3948  0.10
H 0.1728 -3.6277 -3.6759  0.12

As for the largest force on an atom: 0.13 eV/Å. As for the total energy: -6664.1344 a.u. Its charge is +1.

Molecular formula: C42H36N4NiO4P2S
Method: DFT, ωB97M-V with the def2-TZVPD basis set

Each line ends with the Mulliken spin population.
CARTESIAN COORDINATES (ANGSTROEM)
Ni -1.3795 3.0468 -2.3030  1.74
O -4.3970 3.7482 -0.3040  0.01
S -3.0622 4.2082 -0.6402  0.00
O -2.7069 5.4822 -0.0389  0.01
O -2.0144 3.1494 -0.3232  0.06
O -2.8838 4.2767 -2.1701  0.07
C -0.3518 -0.8180 1.4225  0.00
P -1.0792 0.8388 0.9314  -0.01
C -2.8224 0.6912 1.4946  0.00
C -3.7696 0.5247 0.4879  0.00
C -5.1175 0.3932 0.7922  0.00
C -5.5372 0.4456 2.1117  0.00
C -4.6060 0.6428 3.1239  0.00
C -3.2611 0.7671 2.8146  0.00
C -0.3911 1.9935 2.1768  0.00
C -1.1011 3.1276 2.5777  0.00
C -0.5200 4.0610 3.4215  0.00
C 0.7820 3.8894 3.8755  0.00
C 1.5055 2.7800 3.4641  0.00
C 0.9229 1.8466 2.6179  0.00
P 0.0384 -1.4428 3.1105  0.00
C -1.6051 -1.9186 3.7871  0.00
C -1.9404 -1.4978 5.0694  0.00
C -3.1649 -1.8375 5.6334  0.00
C -4.0682 -2.6017 4.9125  0.00
C -3.7450 -3.0267 3.6288  0.00
C -2.5220 -2.6905 3.0751  0.00
C 0.6330 -3.1388 2.6894  0.00
C 1.2622 -3.4510 1.4864  0.00
C 1.7651 -4.7266 1.2570  0.00
C 1.6499 -5.7129 2.2227  0.00
C 1.0333 -5.4125 3.4326  0.00
C 0.5379 -4.1403 3.6618  0.00
H 0.6100 -0.8212 0.8984  0.00
H -0.9776 -1.5432 0.8909  0.00
H -3.4455 0.5458 -0.5455  0.00
H -5.8400 0.2949 -0.0081  0.00
H -6.5913 0.3643 2.3516  0.00
H -4.9279 0.7074 4.1569  0.00
H -2.5454 0.9477 3.6064  0.00
H -2.0986 3.2989 2.1973  0.00
H -1.0852 4.9414 3.7020  0.00
H 1.2340 4.6244 4.5317  0.00
H 2.5284 2.6383 3.7940  0.00
H 1.5050 0.9931 2.2951  0.00
H -1.2360 -0.8870 5.6232  0.00
H -3.4148 -1.4942 6.6303  0.00
H -5.0294 -2.8575 5.3422  0.00
H -4.4548 -3.6101 3.0554  0.00
H -2.2754 -3.0248 2.0738  0.00
H 1.3845 -2.7024 0.7149  0.00
H 2.2543 -4.9359 0.3134  0.00
H 2.0392 -6.7072 2.0391  0.00
H 0.9384 -6.1730 4.1992  0.00
H 0.0560 -3.9194 4.6081  0.00
N 2.9699 4.1581 -6.1831  0.00
C 1.8993 3.7109 -5.4403  0.00
N 2.1489 2.8413 -4.4717  0.00
N 0.7165 4.1919 -5.7674  0.00
C -0.2973 3.7590 -5.0457  0.03
N -1.2004 3.3468 -4.4499  0.00
H 3.7083 3.4858 -6.3133  0.00
H 2.6816 4.6274 -7.0258  0.00
H 3.0983 2.6908 -4.1757  0.00
H 1.4263 2.5457 -3.7862  0.00
C 0.1571 1.8554 -2.3704  -0.02
C 0.9855 0.9702 -2.6015  0.08
C 1.9056 -0.0598 -2.8974  -0.01
C 2.6807 -0.6423 -1.8257  0.01
C 3.2624 -1.9320 -1.8918  0.01
C 4.0092 -2.4584 -0.8513  -0.01
C 4.2176 -1.7422 0.3216  0.01
C 3.6182 -0.4893 0.4313  -0.01
C 2.8617 0.0420 -0.5979  0.01
C 2.0387 -0.4269 -4.2941  -0.01
C 3.1991 -1.0081 -4.8623  0.01
C 3.3063 -1.2644 -6.2195  -0.01
C 2.2719 -0.9619 -7.0982  0.01
C 1.1220 -0.3790 -6.5675  0.00
C 1.0062 -0.1189 -5.2164  0.01
H 3.0935 -2.5409 -2.7692  0.00
H 4.4250 -3.4565 -0.9546  0.00
H 4.7965 -2.1579 1.1371  0.00
H 3.7489 0.0835 1.3436  0.00
H 2.3972 1.0162 -0.4855  0.00
H 4.0501 -1.2170 -4.2284  0.00
H 4.2267 -1.6989 -6.5990  0.00
H 2.3582 -1.1696 -8.1582  0.00
H 0.2944 -0.1232 -7.2216  0.00
H 0.1040 0.3436 -4.8340  0.00

As for the spin multiplicity: 3. As for the largest force on an atom: 0.56 eV/Å. As for the total energy: -4731.3255 a.u. Its charge is -2.

Molecular formula: C9H14
Method: DFT, ωB97M-V with the def2-TZVPD basis set

Each line ends with the natural charge from an NBO analysis.
CARTESIAN COORDINATES (ANGSTROEM)
C 0.0638 -3.7500 -2.1814  -0.63
C -0.1878 -2.5629 -1.2767  -0.01
C -0.6651 -2.7234 0.0177  -0.22
C -0.8935 -1.6078 0.8189  -0.20
C -0.5263 -0.3446 0.3844  -0.22
C -0.0026 -0.1897 -0.8937  -0.21
C 0.0714 -1.2803 -1.7473  -0.21
H 1.1129 -4.0249 -2.1541  0.22
H -0.2228 -3.5121 -3.2036  0.22
H -0.5650 -4.5890 -1.8755  0.21
H -0.8105 -3.6897 0.4753  0.21
H -1.2890 -1.7867 1.8098  0.21
H -0.4407 0.4992 1.0595  0.21
H 0.4216 0.7658 -1.1843  0.21
H 0.3395 -1.1336 -2.7838  0.21
C -0.2713 3.5318 1.7730  -0.61
C 1.1507 3.9892 1.3978  -0.61
H -0.5369 3.8084 2.7916  0.21
H -1.0638 3.9708 1.1630  0.21
H -0.2896 2.4466 1.7218  0.20
H 1.2399 4.2799 0.3546  0.20
H 1.5725 4.7894 2.0078  0.21
H 1.7927 3.1136 1.5250  0.20

As for the largest force on an atom: 0.79 eV/Å. The SMILES is Cc1ccccc1.CC. As for the total energy: -351.3157 a.u.

Which formula does entry 2 have?
C42H36N4NiO4P2S